[1]
Formula: C18H20N4O5
Source: the Open Molecules 2025 dataset
Level of theory: ωB97M-V/def2-TZVPD

**Multiplicity**: 1
**E_LUMO**: -1.20 eV
**Charge**: 0
**Energy above the lowest of the compared OMol25 structures with the same formula, charge and spin**: 19.200 eV
**Energy**: -35168.9480 eV

Last column: Löwdin charge in e.
CARTESIAN COORDINATES (ANGSTROEM)
C (-0.444, 5.955, 0.550)  -0.03
C (0.930, 5.905, 1.168)  -0.42
H (1.809, 5.535, 0.534)  0.16
H (1.176, 6.990, 1.603)  0.17
O (0.961, 5.260, 2.185)  0.02
C (1.139, 3.938, 2.188)  -0.52
O (1.277, 3.504, 1.167)  0.19
C (1.281, 3.106, 3.420)  -0.02
H (1.153, 3.818, 4.287)  0.14
H (2.074, 2.522, 3.525)  0.06
C (0.126, 1.987, 3.625)  -0.04
C (0.321, 1.126, 2.392)  -0.04
C (-0.555, 1.195, 0.987)  -0.10
C (-0.231, -0.006, 0.245)  -0.01
C (-0.824, 0.004, -1.118)  -0.04
C (-0.697, -0.970, -1.853)  -0.12
C (0.274, -1.882, -1.749)  -0.11
C (1.021, -1.824, -0.416)  -0.06
C (0.853, -0.999, 0.420)  -0.18
O (1.392, -0.866, 1.735)  0.14
C (1.280, 0.140, 2.555)  -0.38
O (1.817, 0.029, 3.815)  -0.05
C (2.214, -2.929, -0.053)  0.05
H (1.748, -3.876, -0.207)  0.06
H (2.780, -2.836, 0.841)  0.05
H (3.056, -2.741, -0.829)  0.11
O (0.711, -2.835, -2.620)  -0.03
C (0.217, -3.262, -3.647)  -0.21
C (-1.391, -3.517, -3.383)  -0.31
N (-1.766, -4.568, -2.656)  0.10
N (-2.887, -4.607, -2.775)  -0.01
N (-3.314, -3.574, -3.726)  0.04
N (-2.369, -3.074, -4.065)  0.01
H (-3.650, -5.082, -2.380)  0.15
H (0.067, -2.191, -4.359)  0.18
H (0.731, -4.104, -4.093)  0.13
H (-1.008, -1.055, -2.992)  0.16
H (-1.900, 0.592, -1.117)  0.18
C (-1.567, 2.083, 0.883)  -0.10
H (-1.298, 2.587, 0.096)  0.05
H (-1.864, 2.808, 1.610)  0.07
H (-2.663, 1.631, 0.976)  0.17
H (0.045, 1.598, 4.452)  0.00
H (-1.036, 2.693, 3.393)  0.20
H (-0.433, 5.089, 0.160)  -0.03
H (-0.407, 6.655, -0.410)  0.13
H (-1.289, 6.252, 1.128)  0.08

Force components x, y, z for each atom (eV/Å):
1.591 6.747 -1.874
1.856 9.503 -7.347
-1.460 1.025 -0.466
-0.071 -1.478 -1.729
-0.723 -5.847 14.213
-0.048 2.023 5.936
1.312 -5.561 -9.790
-5.624 3.280 3.419
0.591 -0.797 -0.574
4.150 -1.785 -0.089
-2.294 8.291 -12.626
-4.653 1.199 -4.101
8.057 -6.213 9.322
-0.440 2.028 -4.574
-4.993 8.371 10.646
0.742 -7.755 -12.280
3.861 -1.667 4.405
4.938 -12.626 -10.160
-5.739 13.586 11.413
1.886 -2.813 -2.478
1.155 -1.013 7.035
-1.589 0.270 -6.297
-0.161 2.271 -3.755
0.128 -0.819 0.023
-0.536 0.353 1.243
-1.599 -0.633 0.784
5.628 2.707 10.338
-8.862 2.127 -8.299
9.287 -2.394 -0.016
13.273 0.410 2.692
-14.086 1.589 -3.419
-14.031 -6.740 3.526
8.204 7.463 -4.762
-0.496 -1.310 0.996
0.611 -3.180 0.310
0.055 0.106 -0.168
-0.682 0.768 2.349
3.185 -0.815 -0.580
-7.143 -0.440 2.910
-0.006 3.230 -5.246
1.469 0.611 1.287
2.021 0.186 -1.595
-0.281 -4.172 8.428
3.337 -2.219 0.974
-1.510 -6.672 -2.845
-0.100 -1.137 2.011
-0.209 -0.060 0.809

[2]
Formula: C3H6N2O2
Source: the Open Molecules 2025 dataset
Level of theory: ωB97M-V/def2-TZVPD

**Multiplicity**: 1
**E_LUMO**: 0.59 eV
**Charge**: 0
**Energy above the lowest of the compared OMol25 structures with the same formula, charge and spin**: 2.184 eV
**Energy**: -10282.6135 eV

Last column: Löwdin charge in e.
CARTESIAN COORDINATES (ANGSTROEM)
N (1.137, 0.510, -1.139)  0.11
C (0.996, 0.471, 0.242)  -0.50
O (1.922, 0.187, 0.966)  0.10
C (-0.391, 0.864, 0.824)  -0.10
O (-1.264, -0.190, 1.179)  -0.05
C (-1.220, -1.288, 0.358)  -0.29
N (-0.543, -1.551, -0.672)  0.13
H (2.078, 0.382, -1.479)  0.12
H (0.534, 1.090, -1.700)  0.11
H (-0.901, 1.523, 0.114)  0.12
H (-0.191, 1.410, 1.749)  0.14
H (-1.949, -2.012, 0.720)  0.12
H (0.053, -0.875, -1.149)  0.00

Force components x, y, z for each atom (eV/Å):
0.568 0.790 0.249
0.256 0.350 0.332
-0.345 -0.132 -0.237
0.300 0.446 -0.224
0.612 -0.397 -0.561
-0.024 -0.406 -0.615
-1.110 -0.376 0.210
0.027 0.115 0.048
-0.031 0.045 0.070
-0.028 0.026 -0.007
0.002 -0.039 -0.226
0.163 0.025 0.230
-0.390 -0.445 0.731

[3]
Formula: C2H5N2
Source: the Open Molecules 2025 dataset
Level of theory: ωB97M-V/def2-TZVPD

**Multiplicity**: 1
**E_LUMO**: -4.33 eV
**Charge**: +1
**Energy above the lowest of the compared OMol25 structures with the same formula, charge and spin**: 0.558 eV
**Energy**: -5126.4891 eV

Last column: Löwdin charge in e.
CARTESIAN COORDINATES (ANGSTROEM)
C (0.793, 0.809, 0.007)  -0.08
C (-0.623, -0.614, -0.024)  -0.01
N (0.922, -0.509, -0.063)  0.12
N (-0.533, 0.870, 0.015)  0.10
H (1.529, 1.674, 0.066)  0.20
H (-1.298, -1.067, -0.863)  0.18
H (-0.839, -1.098, 1.064)  0.19
H (1.721, -0.914, 0.384)  0.15
H (-1.066, 1.649, -0.328)  0.16

Force components x, y, z for each atom (eV/Å):
-0.010 1.183 -0.081
-0.505 -1.309 2.252
-0.692 1.243 -0.733
0.811 -0.231 -0.128
-0.882 -1.469 -0.049
1.929 0.714 1.366
0.000 1.300 -2.742
0.052 -1.316 0.122
-0.703 -0.114 -0.007